The following is a quantum chemistry calculation of a 2-piece molecular cluster, C4H12 overall at a distorted geometry, from the Open Molecules 2025 dataset.

Last column: natural (NBO) charge in e.
Atoms and positions in Å:
C (-0.13286, -0.73340, -2.54295)  -0.616
C (0.70520, -0.53616, -1.26848)  -0.604
H (0.31817, -1.21928, -3.41557)  0.211
H (-1.02565, -1.36803, -2.34178)  0.199
H (-0.60940, 0.23368, -2.75401)  0.203
H (0.20826, 0.09749, -0.58855)  0.205
H (1.71658, -0.17233, -1.46902)  0.205
H (0.93427, -1.54599, -0.81712)  0.198
C (-0.61910, 1.29986, 1.90116)  -0.619
C (0.09263, -0.04594, 1.85749)  -0.615
H (-1.65950, 1.32673, 1.62675)  0.208
H (-0.50209, 1.69933, 2.93166)  0.202
H (-0.13233, 2.11288, 1.33640)  0.204
H (1.15942, -0.02402, 1.70463)  0.209
H (-0.38908, -0.56973, 1.02898)  0.207
H (-0.06451, -0.55509, 2.81041)  0.205

Summary:
max |F| = 3.17 eV/Å
energy relative to the best compared isomer or geometry (same formula, charge and spin) = 55.19 kJ/mol
SMILES string = CC.CC
multiplicity = 1
energy = -159.5640 a.u.



The following is a quantum chemistry calculation of a 12-piece molecular cluster, H24O12 overall at a distorted geometry, from the Open Molecules 2025 dataset.

Last column: natural (NBO) charge in e.
Atoms and positions in Å:
O (2.63350, 1.47798, 0.96830)  -0.989
H (3.28111, 2.18838, 0.82172)  0.488
H (3.15969, 0.65942, 0.99848)  0.515
O (-1.71655, -1.38644, 2.28534)  -0.998
H (-0.93215, -0.82071, 2.26761)  0.510
H (-1.70514, -1.73383, 3.21049)  0.488
O (0.81840, 1.15984, -0.98405)  -1.004
H (-0.02447, 1.55307, -0.78037)  0.480
H (1.37678, 1.55909, -0.28091)  0.508
O (-2.08618, 1.46780, 0.76343)  -0.998
H (-2.68112, 0.72111, 0.96599)  0.486
H (-2.40444, 1.72196, -0.12152)  0.503
O (0.13759, -0.15005, -3.60690)  -0.967
H (0.82939, 0.08436, -2.96837)  0.491
H (0.15343, -1.13461, -3.50326)  0.475
O (-2.40102, -1.63176, -0.44676)  -0.982
H (-3.35760, -1.75240, -0.63742)  0.483
H (-2.40390, -1.81265, 0.51503)  0.517
O (0.12176, 3.54534, 1.17870)  -0.947
H (-0.09186, 4.32021, 0.61058)  0.467
H (-0.77227, 3.16905, 1.23555)  0.479
O (1.91492, -1.57589, -0.82400)  -1.007
H (1.43884, -0.76580, -0.80294)  0.497
H (1.33884, -2.30078, -0.96040)  0.498
O (-0.34385, -2.94423, -1.55121)  -0.984
H (-1.15508, -2.68792, -1.11849)  0.502
H (-0.46391, -3.78374, -1.93383)  0.471
O (0.30683, 0.82393, 2.85530)  -0.964
H (-0.33228, 1.34604, 2.35405)  0.478
H (1.02837, 0.79563, 2.20714)  0.493
O (3.97405, -1.06653, 1.09156)  -0.977
H (3.43171, -1.56729, 0.48762)  0.508
H (4.12830, -1.69093, 1.81233)  0.475
O (-2.66016, 1.02515, -1.89468)  -0.994
H (-2.38103, 0.20960, -1.45027)  0.493
H (-2.16050, 0.97758, -2.76386)  0.507

Summary:
max |F| = 2.70 eV/Å
energy relative to the best compared isomer or geometry (same formula, charge and spin) = 26.35 kJ/mol
SMILES string = O.O.O.O.O.O.O.O.O.O.O.O
multiplicity = 1
energy = -917.3153 a.u.



The following is a quantum chemistry calculation of C24H22Cl2N7O6OsPS as an isolated structure, from the Open Molecules 2025 dataset.

Last column: natural (NBO) charge in e.
Atoms and positions in Å:
Os (0.52596, -1.73885, 1.45265)  1.859
Cl (6.76204, 0.95975, 1.37991)  0.033
C (5.33278, 0.11414, 0.89602)  -0.048
C (4.17514, 0.31777, 1.63131)  -0.253
C (3.01279, -0.34038, 1.25582)  0.189
N (1.75506, -0.22811, 1.89622)  -0.659
C (1.42666, 0.81287, 2.72557)  0.644
O (2.17944, 1.68766, 3.10160)  -0.574
C (-0.02383, 0.83865, 3.11995)  0.113
C (-0.44836, 1.67600, 4.13503)  -0.198
C (-1.79214, 1.66532, 4.46563)  -0.144
C (-2.65222, 0.83270, 3.76806)  -0.236
C (-2.14252, 0.03011, 2.76274)  0.076
N (-0.84943, 0.04449, 2.43844)  -0.461
C (3.01595, -1.20732, 0.15228)  0.103
C (4.18402, -1.41850, -0.56603)  -0.221
C (5.33786, -0.74690, -0.19201)  -0.065
Cl (6.77414, -1.01554, -1.11763)  0.034
N (1.75987, -1.80701, -0.11615)  -0.644
C (1.42990, -2.30976, -1.34767)  0.647
O (2.18099, -2.40436, -2.29720)  -0.577
C (-0.01801, -2.69032, -1.49107)  0.107
C (-0.42887, -3.40327, -2.60294)  -0.197
C (-1.77243, -3.71665, -2.71505)  -0.146
C (-2.64558, -3.30195, -1.72223)  -0.236
C (-2.14650, -2.59742, -0.64015)  0.070
N (-0.85521, -2.28677, -0.53626)  -0.457
H (4.18597, 0.98746, 2.47318)  0.273
H (0.27806, 2.30109, 4.63336)  0.254
H (-2.16475, 2.29461, 5.26294)  0.229
H (-3.70644, 0.79070, 4.00218)  0.234
H (-2.77179, -0.65121, 2.20808)  0.226
H (4.20189, -2.08330, -1.41157)  0.271
H (0.30639, -3.68865, -3.34095)  0.255
H (-2.13443, -4.28242, -3.56325)  0.229
H (-3.70109, -3.52977, -1.76903)  0.233
H (-2.78468, -2.28463, 0.17447)  0.228
O (-2.10030, -2.99723, 2.39399)  -0.994
S (-0.82959, -3.54718, 2.82824)  2.537
O (0.01638, -2.33915, 3.36589)  -0.948
O (0.03541, -3.74653, 1.53761)  -0.946
O (-0.83469, -4.67022, 3.68931)  -0.896
C (-0.14816, 2.97324, -3.15774)  -0.073
N (-0.95164, 1.76465, -3.34506)  -0.460
C (-2.31935, 2.05071, -2.91822)  -0.071
N (-2.43318, 2.55810, -1.55067)  -0.463
C (-1.57674, 3.73904, -1.42695)  -0.072
N (-0.18182, 3.51596, -1.80004)  -0.458
C (0.47669, 2.60434, -0.85593)  -0.528
P (-0.30523, 0.92738, -0.76227)  0.720
C (-0.39144, 0.63627, -2.59272)  -0.528
C (-2.04981, 1.53089, -0.57659)  -0.525
H (-0.53321, 3.73924, -3.83490)  0.199
H (0.88671, 2.75880, -3.43059)  0.199
H (-2.91976, 1.14301, -3.01238)  0.193
H (-2.73052, 2.80719, -3.59071)  0.199
H (-1.61754, 4.10130, -0.39757)  0.195
H (-1.98026, 4.51473, -2.08195)  0.199
H (0.47644, 3.05649, 0.14033)  0.223
H (1.52585, 2.48862, -1.14184)  0.227
H (-1.00027, -0.25368, -2.78160)  0.217
H (0.61165, 0.41454, -2.96882)  0.230
H (-2.18052, 1.93010, 0.43366)  0.218
H (-2.73175, 0.67922, -0.66880)  0.216

Summary:
max |F| = 0.73 eV/Å
energy relative to the best compared isomer or geometry (same formula, charge and spin) = 130.20 kJ/mol
multiplicity = 5
<S²> = 6.017
energy = -3513.1020 a.u.